{
  "formula": "O4S2",
  "method": "ωB97M-V/def2-TZVPD",
  "symbols": ["O", "S", "S", "O", "O", "O"],
  "positions_angstrom": [[-1.29, 0.75, -1.69], [-0.53, 0.84, -0.49], [0.68, -0.95, 0.67], [1.22, -0.23, 1.77], [-0.93, -0.47, 0.53], [0.93, 0.01, -0.70]],
  "nbo_charge": [-0.84, 1.73, 1.73, -0.87, -0.87, -0.87],
  "gap_ev": 10.39,
  "e_homo_ev": -10.97,
  "smiles": "O=[S@]12=[S@@](=O)(O1)O2",
  "lumo_ha": -0.0214,
  "total_energy_ha": -1097.2793
}


{
  "formula": "O8P2Rb9",
  "method": "ωB97M-V/def2-TZVPD",
  "symbols": ["Rb", "Rb", "Rb", "Rb", "Rb", "Rb", "Rb", "Rb", "Rb", "P", "O", "O", "O", "O", "P", "O", "O", "O", "O"],
  "positions_angstrom": [[0.74, -2.63, -0.52], [-1.83, 0.75, 2.70], [1.08, 0.19, -3.74], [-0.53, 3.76, -3.76], [4.09, -0.86, -0.04], [-1.70, -0.48, -1.28], [3.16, 2.95, -2.00], [-1.50, 3.44, 0.03], [1.11, 3.20, 2.48], [-1.93, -3.13, 1.69], [-1.61, -4.35, 0.77], [-1.21, -3.45, 3.12], [-3.46, -2.92, 2.09], [-1.23, -1.86, 1.17], [0.97, 1.07, -0.49], [1.70, -0.19, -1.15], [0.42, 1.85, -1.73], [1.94, 1.86, 0.22], [-0.21, 0.83, 0.46]],
  "lowdin_charge": [0.97, 0.89, 0.89, 0.79, 0.98, 0.89, 0.89, 0.74, 0.88, -0.01, -0.32, -0.17, -0.22, -0.74, -0.40, -0.88, -0.83, -0.59, -0.76],
  "gap_ev": 1.77,
  "e_homo_ev": -11.50,
  "lumo_ha": -0.3575,
  "charge": 3,
  "total_energy_ha": -1500.7513
}